Model P:
ORCA calculation (ωB97M-V with the def2-TZVPD basis set) on C4H6O as an isolated structure.

Atoms and positions in Å:
C: -1.0082 0.0406 -0.5044
C: -0.4154 0.8909 -1.3785
C: 0.3788 -0.4509 -0.1407
C: 0.5654 -0.2800 1.3205
O: 0.8792 0.7219 -1.0140
H: -1.8963 -0.5145 -0.5407
H: -0.8086 1.5742 -2.1533
H: 0.7322 -1.3752 -0.6495
H: 1.2492 -0.9337 1.7896
H: -0.3799 -0.4584 1.8723
H: 0.7036 0.7851 1.3989

- Spin multiplicity: 1
- HOMO level: -8.70 eV

Model Q:
ORCA calculation (ωB97M-V with the def2-TZVPD basis set) on one molecule with the formula C4H6O.

Atoms and positions in Å:
C: -0.7386 -1.7802 1.3872
C: -0.7478 -1.1033 0.2995
C: -0.5568 -0.3475 -0.7200
O: 0.7080 0.3144 -0.3858
C: 0.9527 1.6872 -0.6101
H: -0.2606 -2.7414 1.2743
H: -1.3526 -1.3659 2.1737
H: -1.3763 -0.4649 -1.4921
H: 0.3598 2.3543 0.0481
H: 0.7661 1.8652 -1.6656
H: 2.0329 1.8468 -0.4533

- Spin multiplicity: 1
- HOMO level: -8.92 eV
- SMILES: C=C=COC

Most stable structure: model P

Model P:
ORCA calculation (ωB97M-V with the def2-TZVPD basis set) on one molecule with the formula C4H6O.

Atoms and positions in Å:
C: 1.6459 0.3524 0.8546
C: 0.9324 0.9871 0.1100
C: -0.3361 0.9157 -0.6094
C: -0.9193 -0.4953 -0.1692
O: -0.1155 -1.2948 0.7015
H: 2.3541 -0.0860 1.5135
H: -0.1900 0.9981 -1.6960
H: -1.0159 1.7360 -0.3337
H: -1.1767 -1.0793 -1.0567
H: -1.8094 -0.3151 0.4336
H: 0.6305 -1.7188 0.2517

- Spin multiplicity: 1
- HOMO level: -9.48 eV
- SMILES: C#CCCO

Model Q:
ORCA calculation (ωB97M-V with the def2-TZVPD basis set) on C4H6O as an isolated structure.

Atoms and positions in Å:
C: -1.2732 0.5183 -0.2739
O: 0.0018 0.5116 0.3673
C: 0.7403 -0.9853 0.6977
C: 1.8059 -0.7126 -0.2425
C: 1.2549 0.4314 -0.5846
H: -1.3690 -0.3319 -0.9608
H: -1.3653 1.4518 -0.8357
H: -2.0467 0.4787 0.4972
H: 0.9257 -0.9321 1.7726
H: -0.0297 -1.7185 0.4400
H: 1.3596 1.3258 -1.1878

- Spin multiplicity: 1
- HOMO level: -8.41 eV

Model R:
ORCA calculation (ωB97M-V with the def2-TZVPD basis set) on one molecule with the formula C4H6O.

Atoms and positions in Å:
C: -1.1421 0.0551 -0.4349
C: -0.3858 -0.4489 0.6615
C: 0.9527 -0.6673 0.0662
C: 0.4513 0.7908 -0.1853
O: 0.4005 1.4025 0.9842
H: -1.0871 -0.4889 -1.3755
H: -2.0408 0.6357 -0.2477
H: -0.6679 -0.4887 1.7074
H: 1.7957 -0.7404 0.7461
H: 0.9794 -1.3405 -0.7928
H: 0.7441 1.2906 -1.1291

- Spin multiplicity: 1
- HOMO level: -8.33 eV

Model S:
ORCA calculation (ωB97M-V with the def2-TZVPD basis set) on C4H6O as an isolated structure.

Atoms and positions in Å:
O: -1.9464 -0.3004 -0.8643
C: -1.0530 -0.1216 -0.0822
C: 0.0152 0.9967 0.1098
C: 0.4720 0.0899 1.2411
C: -0.4654 -0.8613 1.0754
H: 0.7095 1.1261 -0.7271
H: -0.3821 1.9747 0.4012
H: 1.2926 0.1985 1.9411
H: 1.3120 -0.4582 -2.4763
H: -0.7021 -1.7951 1.5734
H: 0.7478 -0.8493 -2.1921

- Spin multiplicity: 1
- HOMO level: -9.75 eV

Most stable structure: model S

Model P:
ORCA calculation (ωB97M-V with the def2-TZVPD basis set) on C4H6O as an isolated structure.

Atoms and positions in Å:
C: 1.1180 0.6637 -0.2257
C: -0.9343 -0.7393 -0.4431
C: 0.4227 -0.6169 0.2593
C: -0.1231 0.7154 0.6564
O: -1.3425 0.5383 -0.0750
H: 2.1416 1.0608 -0.0018
H: 0.7987 0.9738 -1.2146
H: -1.0043 -1.0830 -1.5991
H: -1.6890 -1.3931 0.1319
H: 0.8753 -1.3356 0.9265
H: -0.2630 1.2160 1.5850

- Spin multiplicity: 1
- HOMO level: -9.18 eV

Model Q:
ORCA calculation (ωB97M-V with the def2-TZVPD basis set) on one molecule with the formula C4H6O.

Atoms and positions in Å:
C: -0.7841 -1.1597 -0.6231
C: -0.9555 0.2190 -0.5449
O: -2.0402 0.7689 -0.7706
C: 0.3492 0.8638 -0.1228
C: 1.1028 0.2522 0.9702
H: 0.0544 -1.7948 -0.3271
H: -1.7086 -1.7181 -0.7269
H: 0.5715 0.0969 1.9136
H: 0.2086 1.9429 -0.2551
H: 1.0428 0.0827 -0.5990
H: 2.1590 0.4461 1.0857

- Spin multiplicity: 1
- HOMO level: -8.08 eV

Model R:
ORCA calculation (ωB97M-V with the def2-TZVPD basis set) on C4H6O as an isolated structure.

Atoms and positions in Å:
C: 0.2893 0.1474 1.4784
C: -0.2804 0.0691 0.1063
C: 0.0776 0.6586 -1.2392
O: -0.3775 -0.5890 -1.8578
C: -0.6707 -1.0067 -0.5758
H: -0.3787 -0.3160 2.2115
H: 1.2127 -0.4457 1.4652
H: 0.5429 1.1567 1.8058
H: 1.1423 0.8568 -1.3929
H: -0.5228 1.4696 -1.6588
H: -1.0347 -2.0008 -0.3425

- Spin multiplicity: 1
- HOMO level: -8.47 eV

Model S:
ORCA calculation (ωB97M-V with the def2-TZVPD basis set) on one molecule with the formula C4H6O.

Atoms and positions in Å:
C: -0.6716 -0.9901 -0.2652
C: 0.6215 -1.0338 -0.1397
C: 1.1428 0.3229 0.3375
O: 0.0951 1.1513 -0.0769
C: -1.1786 0.4216 -0.0063
H: -1.2529 -1.8737 -0.5415
H: 1.1804 -1.9233 -0.1146
H: 2.1787 0.6515 -0.1284
H: 1.3434 0.2571 1.4965
H: -1.6270 0.4428 1.0715
H: -2.0681 0.9115 -0.7258

- Spin multiplicity: 1
- HOMO level: -9.38 eV
- SMILES: C1=CCOC1

Most stable structure: model S

Model P:
ORCA calculation (ωB97M-V with the def2-TZVPD basis set) on one molecule with the formula C4H6O.

Atoms and positions in Å:
C: 0.8926 -1.2725 0.7602
C: 1.5993 -0.6671 -0.1893
C: 1.1263 0.5114 -0.5325
O: -0.0048 0.8317 0.2752
C: -1.2594 0.6038 -0.3220
H: 1.0323 -1.0344 1.8122
H: 0.0171 -1.8660 0.5019
H: 1.4162 1.2868 -1.2331
H: -1.2782 -0.2835 -0.9777
H: -1.5220 1.4895 -0.9001
H: -2.0001 0.4551 0.4750

- Spin multiplicity: 1
- HOMO level (alpha / beta): -9.24 / -9.24 eV
- SMILES: C=C=COC

Model Q:
ORCA calculation (ωB97M-V with the def2-TZVPD basis set) on one molecule with the formula C4H6O.

Atoms and positions in Å:
C: 1.5080 -1.6782 1.0021
C: 1.0855 -0.6030 0.3957
C: 0.6378 0.4873 -0.1725
O: -0.4952 1.1083 0.2951
C: -1.5891 1.0185 -0.5957
H: 2.1589 -1.6200 1.8712
H: 1.2089 -2.6684 0.6658
H: 1.1452 0.9592 -1.0167
H: -1.7322 -0.0136 -0.9407
H: -1.4582 1.6722 -1.4693
H: -2.4697 1.3377 -0.0351

- Spin multiplicity: 1
- HOMO level: -9.34 eV
- SMILES: C=C=COC

Most stable structure: model Q